#A
# C2H2O4

A cluster of 2 separate species, C2H2O4 in total (wB97M-V/def2-TZVPD, the Open Molecules 2025 dataset).

Geometry as XYZ:
```
8
C2H2O4, DFT wB97M-V/def2-TZVPD
O 2.200 0.207 0.621
C 1.750 -0.338 -0.248
O 1.078 -0.720 -1.057
O -0.680 1.503 -0.060
C -1.051 0.401 -0.267
O -1.315 -0.554 0.682
H -1.051 -0.126 -1.279
H -0.931 -0.373 1.609
```

The value obtained for the HOMO energy is -11.033 eV. Its SMILES is O=C=O.O=CO. For the orbital gap, the calculation gives 11.5 eV. The calculation puts the LUMO energy at 0.45 eV.


#B
# C2H2O4

The molecule C2H2O4 (wB97M-V/def2-TZVPD, the Open Molecules 2025 dataset).

Geometry as XYZ:
```
8
C2H2O4, DFT wB97M-V/def2-TZVPD
O -1.643 0.390 -0.096
C -0.647 -0.251 -0.204
O -0.710 -1.553 -0.672
C 0.735 0.237 0.172
O 1.598 -0.599 0.175
O 0.753 1.497 0.612
H -1.704 -1.339 -0.887
H 1.618 1.617 0.899
```

The value obtained for the HOMO energy is -10.943 eV. Its SMILES is O=C(O)C(=O)O. For the orbital gap, the calculation gives 10.8 eV. The calculation puts the LUMO energy at -0.11 eV.


We find #A to be the most stable, with the next structure 0.433 eV higher.